Entry 1:
DFT (the ωB97M-V functional and the def2-TZVPD basis) results for a cluster of 2 separate species, C16H17NO in total in a non-equilibrium geometry.

Positions of all 35 atoms, in Å:
1 C -1.1427 2.1753 -1.4950
2 C 1.7731 2.9033 0.7468
3 C 0.9536 2.0667 0.0102
4 C -0.0862 2.8154 -0.6566
5 C 0.1279 4.1143 -0.3066
6 C 2.9106 1.0500 1.7580
7 C 2.6057 2.4068 1.7280
8 C 2.1533 0.1696 0.9538
9 C 1.1609 0.6715 0.1038
10 N 1.2224 4.2406 0.5679
11 H 3.5319 0.4980 2.4592
12 H 3.1203 3.1186 2.3547
13 H 2.1318 -0.8709 1.2163
14 H 0.5315 -0.0105 -0.4573
15 H 1.8896 4.9866 0.4757
16 H -0.4639 5.0047 -0.3876
17 H -0.6863 1.4815 -2.1963
18 H -1.8299 2.8417 -2.0109
19 H -1.8090 1.6494 -0.8058
20 C -0.9436 -1.3684 -2.7916
21 C -2.6974 -2.9615 0.0974
22 C -2.4457 -2.3068 -1.0732
23 C -1.5630 -3.2913 0.8459
24 C -1.1282 -2.2269 -1.5684
25 C -0.3039 -3.4803 0.3185
26 C -0.0940 -2.9112 -0.9978
27 O -1.6898 -3.5674 2.2190
28 H -3.7016 -2.9606 0.4847
29 H -3.2249 -1.9374 -1.7360
30 H -1.4182 -4.4637 2.4286
31 H 0.4455 -3.7298 1.0502
32 H -1.6059 -1.4216 -3.6612
33 H 0.0796 -1.4340 -3.2117
34 H 0.8228 -3.1300 -1.5170
35 H -0.9538 -0.3304 -2.3225

Results
* Kohn-Sham gap: 8.7 eV
* SMILES: Cc1c[nH]c2ccccc12.Cc1ccc(O)cc1
* HOMO energy: -7.85 eV
* max |F|: 2.82 eV/A
* energy relative to the best compared isomer or geometry (same formula, charge and spin): 167.24 kJ/mol
* energy: -749.83660 Ha



Entry 2:
DFT (the ωB97M-V functional and the def2-TZVPD basis) results for a cluster of 2 separate species, C16H17NO in total in a non-equilibrium geometry.

Positions of all 35 atoms, in Å:
1 C 1.6730 -2.3901 -1.3236
2 C 2.8208 0.2296 1.0805
3 C 2.1576 -0.1336 -0.1090
4 C 2.2622 -1.5832 -0.2226
5 C 3.1232 -1.9664 0.7627
6 C 2.9146 1.5813 1.4193
7 C 2.2775 2.5187 0.6285
8 C 1.4322 0.8000 -0.8404
9 C 1.5364 2.1435 -0.4899
10 N 3.5426 -0.8682 1.4926
11 H 4.3543 -0.8575 2.0806
12 H 3.5273 1.8664 2.2497
13 H 3.2448 -3.0090 1.0033
14 H 2.4419 3.5397 0.9504
15 H 0.9789 0.5364 -1.7872
16 H 1.3284 -3.3535 -0.9469
17 H 2.4032 -2.6399 -2.0939
18 H 0.9776 2.7909 -1.1252
19 H 0.8580 -1.9373 -1.8742
20 C -1.8861 -0.4411 2.3749
21 C -1.6527 -0.5511 -0.1395
22 C -2.4009 -0.1973 0.9844
23 C -2.2277 -0.4280 -1.3957
24 C -3.4280 0.2800 -1.5485
25 C -3.6294 0.4215 0.8121
26 C -4.2082 0.5877 -0.4586
27 O -3.8123 0.7041 -2.8114
28 H -0.7550 -1.1513 -0.1406
29 H -1.8156 -0.9253 -2.2666
30 H -0.7958 -0.5359 2.4096
31 H -2.2774 -1.3799 2.7800
32 H -4.2028 0.6452 1.7060
33 H -3.6546 -0.0039 -3.4528
34 H -5.1297 1.1497 -0.4814
35 H -2.1228 0.3239 3.1129

Results
* Kohn-Sham gap: 8.7 eV
* SMILES: Cc1c[nH]c2ccccc12.Cc1ccc(O)cc1
* HOMO energy: -7.85 eV
* max |F|: 2.07 eV/A
* energy relative to the best compared isomer or geometry (same formula, charge and spin): 93.25 kJ/mol
* energy: -749.86478 Ha



Entry 3:
DFT (the ωB97M-V functional and the def2-TZVPD basis) results for a cluster of 2 separate species, C16H17NO in total in a non-equilibrium geometry.

Positions of all 35 atoms, in Å:
1 C -1.4755 0.3196 -1.2378
2 C -1.4803 -0.8285 1.0502
3 C -1.6230 -0.8444 -0.3535
4 C -2.2752 -2.8121 0.5110
5 C -2.1002 -2.1256 -0.7066
6 C -2.4807 -4.1661 0.6008
7 C -2.3191 -2.8472 -1.8980
8 C -2.7246 -4.8276 -0.6029
9 C -2.6768 -4.1737 -1.8349
10 N -1.9059 -1.9560 1.5850
11 H -1.1869 0.0119 1.6649
12 H -2.3605 -2.0509 2.4828
13 H -2.3522 0.5004 -1.8581
14 H -0.6835 0.2354 -1.9952
15 H -2.3893 -4.5918 1.5914
16 H -2.0628 -2.3376 -2.8176
17 H -2.8295 -5.9017 -0.6768
18 H -2.9110 -4.7014 -2.7480
19 H -1.2812 1.2762 -0.7707
20 C 0.1226 2.9225 1.2792
21 C 4.1600 2.4977 -0.0856
22 C 3.2736 1.4088 -0.1428
23 C 3.6922 3.7585 0.2870
24 C 2.0591 1.5206 0.5192
25 C 2.3195 3.8918 0.4931
26 C 1.5136 2.7947 0.7416
27 O 5.5098 2.3109 -0.0995
28 H 3.6640 0.4604 -0.5067
29 H 5.7476 1.4229 -0.4004
30 H 4.4455 4.5250 0.1276
31 H 1.4842 0.6011 0.6014
32 H 1.9228 4.8944 0.6419
33 H 0.1400 2.8324 2.3769
34 H -0.5385 2.1034 0.9969
35 H -0.3976 3.8760 1.1842

Results
* Kohn-Sham gap (alpha / beta): 6.7 / 3.4 eV
* HOMO energy (alpha / beta): -10.40 / -10.40 eV
* spin multiplicity: 2
* max |F|: 1.96 eV/A
* energy relative to the best compared isomer or geometry (same formula, charge and spin): 70.44 kJ/mol
* energy: -749.58369 Ha
* total charge: +1



Entry 4:
DFT (the ωB97M-V functional and the def2-TZVPD basis) results for the molecule C16H17NO4S2 in a non-equilibrium geometry.

Positions of all 40 atoms, in Å:
1 O 2.6257 2.5360 -1.0961
2 C 2.2692 1.9344 -0.1181
3 O 2.2418 2.5126 1.0910
4 H 2.5679 3.4247 1.0265
5 C 1.8691 0.4650 -0.1055
6 C 3.1920 -0.2723 0.0978
7 C 3.9243 -0.0379 1.2585
8 C 5.1250 -0.6847 1.4857
9 C 5.6200 -1.5798 0.5535
10 C 4.9031 -1.8158 -0.6050
11 C 3.7018 -1.1656 -0.8348
12 H 3.1709 -1.3708 -1.7493
13 H 5.2792 -2.5102 -1.3417
14 H 6.5577 -2.0859 0.7279
15 H 5.6759 -0.4860 2.3933
16 H 3.5591 0.6630 1.9940
17 C 1.1861 0.1362 -1.4403
18 C -0.1476 0.8744 -1.5518
19 N -1.0319 0.5609 -0.4496
20 S -1.8178 -0.9133 -0.5600
21 O -1.1873 -1.9455 0.2146
22 O -2.0910 -1.1665 -1.9412
23 C -3.3340 -0.4998 0.2566
24 C -3.8451 -1.0310 1.4007
25 C -5.0834 -0.4522 1.7528
26 C -5.4764 0.5019 0.8669
27 S -4.3480 0.7103 -0.4154
28 H -6.3687 1.0953 0.8908
29 H -5.6495 -0.7356 2.6213
30 H -3.3440 -1.8063 1.9501
31 C -0.4491 0.8131 0.8498
32 C 0.9015 0.1206 1.0377
33 H 1.3180 0.4108 2.0010
34 H 0.7409 -0.9589 1.0343
35 H -1.1593 0.4515 1.5968
36 H -0.3434 1.8970 0.9626
37 H -0.6687 0.5784 -2.4625
38 H 0.0086 1.9573 -1.5652
39 H 1.8272 0.4357 -2.2698
40 H 0.9854 -0.9354 -1.4911

Results
* Kohn-Sham gap: 9.7 eV
* SMILES: O=C(O)C1(c2ccccc2)CCN(S(=O)(=O)c2cccs2)CC1
* HOMO energy: -9.26 eV
* max |F|: 1.10 eV/A
* energy relative to the best compared isomer or geometry (same formula, charge and spin): 0.00 kJ/mol
* energy: -1772.00051 Ha



Entry 5:
DFT (the ωB97M-V functional and the def2-TZVPD basis) results for a structure of composition C16H18AlN5O3PS.

Positions of all 45 atoms, in Å:
1 Al 0.2003 -0.0814 -0.2152
2 O -3.1628 -2.1227 -0.0498
3 C -2.1577 -1.6614 0.4445
4 O -1.3980 -0.8423 -0.2662
5 C -1.7557 -1.9673 1.8547
6 C -2.7107 -2.6768 2.5908
7 C -2.5039 -3.0218 3.9096
8 C -1.3143 -2.6563 4.5253
9 C -0.3551 -1.9581 3.8165
10 C -0.5521 -1.6024 2.4797
11 S 0.8435 -0.7514 1.7685
12 H -3.6265 -2.9479 2.0845
13 H -3.2607 -3.5705 4.4535
14 H -1.1295 -2.9150 5.5601
15 H 0.5735 -1.6783 4.2974
16 N 4.1397 1.3522 -0.7026
17 C 3.0051 1.4794 -0.0123
18 N 2.1179 0.6553 -0.5295
19 C 2.7890 0.0329 -1.5388
20 N 4.0246 0.4318 -1.6787
21 C 2.0669 -0.9895 -2.2897
22 C 2.5684 -1.7248 -3.3480
23 N 1.8268 -2.6441 -3.9562
24 C 0.5915 -2.8305 -3.5095
25 C 0.0697 -2.1008 -2.4478
26 N 0.8167 -1.1795 -1.8429
27 H 5.0154 1.8336 -0.5658
28 H 2.8626 2.1417 0.8258
29 H 3.5796 -1.5667 -3.7010
30 H -0.0097 -3.5830 -4.0028
31 H -0.9372 -2.2422 -2.0765
32 C -2.8334 1.0846 -2.1997
33 P -1.8827 2.0100 -1.0059
34 C -1.7679 3.7023 -1.5734
35 C -2.7604 1.9947 0.5484
36 O -0.4393 1.4928 -0.8518
37 H -3.7827 1.5969 -2.3650
38 H -3.0170 0.0776 -1.8193
39 H -2.2883 1.0379 -3.1422
40 H -2.7658 4.1268 -1.6928
41 H -1.2503 3.7287 -2.5319
42 H -1.2093 4.2953 -0.8506
43 H -3.7264 2.4859 0.4226
44 H -2.1797 2.5269 1.3014
45 H -2.9228 0.9642 0.8700

Results
* Kohn-Sham gap: 6.8 eV
* HOMO energy: -10.65 eV
* max |F|: 0.17 eV/A
* energy relative to the best compared isomer or geometry (same formula, charge and spin): 0.00 kJ/mol
* energy: -2102.07913 Ha
* total charge: +1



Entry 6:
DFT (the ωB97M-V functional and the def2-TZVPD basis) results for the molecule C16H18BrF3N2O2.

Positions of all 42 atoms, in Å:
1 O -2.8354 -2.8170 0.6668
2 C -2.7152 -1.8740 -0.0949
3 N -1.6956 -1.7659 -0.9740
4 H -1.5014 -0.8972 -1.4514
5 C -0.6164 -2.7194 -1.0141
6 H -0.3506 -2.8982 -2.0594
7 H -0.9813 -3.6445 -0.5619
8 C 0.6196 -2.2274 -0.2487
9 C 1.1423 -0.9259 -0.8362
10 O 0.5319 -0.3153 -1.6973
11 N 2.3345 -0.4794 -0.3732
12 C 3.0781 -0.9929 0.7548
13 H 2.6812 -1.9536 1.0735
14 C 3.0255 0.0102 1.9107
15 H 3.6068 -0.3697 2.7505
16 C 3.5809 1.3584 1.4600
17 H 3.4953 2.0924 2.2627
18 C 2.8157 1.8412 0.2239
19 C 3.4152 3.1385 -0.2931
20 F 3.3891 4.1105 0.6314
21 F 4.6998 2.9980 -0.6583
22 F 2.7659 3.6133 -1.3643
23 H 1.7726 2.0520 0.4827
24 C 2.8613 0.7705 -0.8763
25 H 2.2550 1.0707 -1.7340
26 H 3.8976 0.6192 -1.1985
27 H 4.6387 1.2533 1.2072
28 H 1.9904 0.1294 2.2368
29 H 4.1196 -1.1351 0.4430
30 H 0.3475 -2.0653 0.7969
31 H 1.3911 -2.9967 -0.2983
32 C -3.7121 -0.7595 -0.1335
33 C -4.4908 -0.5565 1.0029
34 C -5.4432 0.4430 1.0410
35 C -5.6220 1.2379 -0.0789
36 C -4.8725 1.0430 -1.2273
37 C -3.9170 0.0436 -1.2517
38 H -3.3534 -0.1160 -2.1584
39 H -5.0374 1.6645 -2.0941
40 Br -6.9314 2.6205 -0.0451
41 H -6.0428 0.6020 1.9239
42 H -4.3373 -1.2025 1.8542

Results
* Kohn-Sham gap: 9.7 eV
* SMILES: O=C(NCCC(=O)N1CCC[C@@H](C(F)(F)F)C1)c1ccc(Br)cc1
* HOMO energy: -9.17 eV
* max |F|: 0.53 eV/A
* energy relative to the best compared isomer or geometry (same formula, charge and spin): 0.00 kJ/mol
* energy: -3754.19023 Ha



Entry 7:
DFT (the ωB97M-V functional and the def2-TZVPD basis) results for the molecule C16H18ClN3O3S2.

Positions of all 43 atoms, in Å:
1 C -4.5266 -0.7003 -1.9653
2 C -4.1605 -1.8154 -0.9919
3 C -4.3110 -1.4103 0.4768
4 H -4.0784 -2.2708 1.1073
5 H -5.3473 -1.1243 0.6673
6 C -3.4147 -0.2434 0.8953
7 N -2.0113 -0.5398 0.7022
8 C -1.1670 -0.7174 1.7312
9 O -1.4034 -0.5015 2.8951
10 N 0.1082 -1.1525 1.3196
11 H 0.7810 -1.2313 2.0670
12 S 0.7237 -0.9355 -0.2119
13 O 2.0778 -1.3814 -0.1911
14 O -0.1796 -1.5324 -1.1525
15 C 0.5790 0.8409 -0.4286
16 C -0.2323 1.3045 -1.4535
17 N -0.5437 2.5755 -1.6164
18 C -0.0667 3.4500 -0.7456
19 C 0.7677 3.1023 0.3046
20 C 1.1136 1.7627 0.4632
21 S 2.1551 1.2999 1.8227
22 C 3.5432 0.5558 0.9987
23 C 4.2777 -0.3924 1.6960
24 C 5.3941 -0.9597 1.1151
25 C 5.7665 -0.5742 -0.1635
26 C 5.0434 0.3837 -0.8563
27 C 3.9343 0.9600 -0.2682
28 H 3.3746 1.7118 -0.8046
29 H 5.3467 0.6798 -1.8481
30 Cl 7.1495 -1.2909 -0.9001
31 H 5.9661 -1.7047 1.6450
32 H 3.9704 -0.6878 2.6871
33 H 1.1484 3.8407 0.9916
34 H -0.3630 4.4776 -0.9045
35 H -0.6483 0.6001 -2.1598
36 H -1.7383 -0.9153 -0.1967
37 H -3.5519 -0.0266 1.9568
38 H -3.6632 0.6525 0.3186
39 H -3.1381 -2.1465 -1.1869
40 H -4.8155 -2.6708 -1.1725
41 H -3.8233 0.1263 -1.9031
42 H -5.5250 -0.3226 -1.7546
43 H -4.5118 -1.0763 -2.9855

Results
* Kohn-Sham gap: 8.3 eV
* SMILES: CCCCNC(=O)NS(=O)(=O)c1cnccc1Sc1ccc(Cl)cc1
* HOMO energy: -8.66 eV
* max |F|: 0.80 eV/A
* energy relative to the best compared isomer or geometry (same formula, charge and spin): 113.97 kJ/mol
* energy: -2267.07576 Ha



Entry 8:
DFT (the ωB97M-V functional and the def2-TZVPD basis) results for the molecule C16H18ClN3O3S3 in a non-equilibrium geometry.

Positions of all 44 atoms, in Å:
1 C 1.7760 3.0543 -0.1860
2 C 3.0417 2.4020 0.2477
3 C 4.0495 2.9840 0.9493
4 S 5.3437 1.8748 1.2325
5 C 4.4190 0.6760 0.3695
6 N 3.2726 1.0938 -0.0668
7 S 5.0343 -0.9369 0.1667
8 C 3.9781 -1.5879 -1.1762
9 C 2.6495 -2.1861 -0.7160
10 O 2.2996 -3.2938 -1.0394
11 N 1.9330 -1.2977 0.0191
12 C 0.6832 -1.4427 0.6112
13 C -0.1515 -0.3253 0.5855
14 C -1.3841 -0.3445 1.1945
15 C -1.8366 -1.4776 1.8455
16 C -1.0182 -2.5920 1.8918
17 C 0.2404 -2.5791 1.2987
18 Cl 1.2612 -3.9459 1.5112
19 H -1.3326 -3.4787 2.4189
20 H -2.7949 -1.4642 2.3384
21 S -2.3510 1.1722 1.1480
22 O -1.4234 2.2492 0.9438
23 O -3.2093 1.1985 2.2921
24 N -3.3335 1.1247 -0.1953
25 C -4.3365 0.0822 -0.2057
26 H -4.5748 -0.1850 0.8217
27 H -5.2360 0.4832 -0.6821
28 C -3.7470 -1.0719 -1.0378
29 H -4.5119 -1.5257 -1.6650
30 H -3.3369 -1.8455 -0.3898
31 C -2.6320 -0.4203 -1.8758
32 H -1.6657 -0.8652 -1.6407
33 H -2.8073 -0.5366 -2.9436
34 C -2.6621 1.0661 -1.4748
35 H -1.6792 1.5220 -1.3770
36 H -3.2493 1.6482 -2.1913
37 H 0.1834 0.5815 0.1081
38 H 2.2682 -0.3217 -0.0250
39 H 3.8016 -0.7694 -1.8742
40 H 4.5690 -2.3669 -1.6566
41 H 4.1088 3.9870 1.3175
42 H 0.9409 2.7695 0.4563
43 H 1.8814 4.1343 -0.1433
44 H 1.5388 2.7571 -1.2057

Results
* Kohn-Sham gap: 9.1 eV
* SMILES: Cc1csc(SCC(=O)Nc2cc(S(=O)(=O)N3CCCC3)ccc2Cl)n1
* HOMO energy: -8.67 eV
* max |F|: 1.20 eV/A
* energy: -2665.26193 Ha



Question: Which value of max |F| does entry 5 give?
Answer: 0.17 eV/A